The molecule C5H8N2O at a distorted geometry, computed with ωB97M-V/def2-TZVPD.

HOMO level: -8.9 eV
Energy: -10335.5970 eV
Orbital gap: 9.80 eV
Spin multiplicity: 1
SMILES: C[C@@]12CN[C@H]1C=NO2

Atoms and positions in Å:
H  -2.377  -1.879  0.607
N  -2.207  -0.127  -0.287
H  1.998  -0.307  -1.814
H  2.069  0.868  -0.402
N  1.205  -1.024  0.171
C  1.505  0.099  -0.885
H  -1.101  1.001  1.322
C  -0.129  0.411  -0.563
C  -0.223  -0.949  -0.202
H  0.034  2.458  0.772
C  -0.066  1.262  0.793
H  0.751  1.014  1.305
H  1.632  -0.828  1.054
C  -1.576  -1.110  0.270
H  -0.097  -1.627  -1.064
O  -1.420  0.739  -1.075

Cartesian forces (eV/Å) of the 2 atoms listed first:
H 2.26 1.08 -0.04
N -1.98 -0.50 -0.64